CH2N2O3Si | wB97M-V/def2-TZVPD

Last column: Löwdin charge in e.
Geometry (Å):
N1 3.3752 -1.9201 0.2799  -0.0069
C1 2.4076 -1.2844 0.1112  -0.2451
Si1 0.5883 -0.0482 -0.3289  0.6295
O1 -0.4895 -0.1649 0.7784  -0.0821
N2 1.1200 1.5938 0.1015  -0.4520
O2 1.9724 2.0551 -0.6584  0.0157
O3 0.6441 2.2523 1.0227  0.0518
H1 0.4101 -0.3217 -1.6938  -0.0040
H2 -0.9658 -0.7146 1.3811  0.0931

Properties
- relative energy (zero: lowest compared OMol25 entry of this formula, charge and spin) (kcal/mol) = 35.71
- 2S+1 = 1
- structure (SMILES) = N#C[Si@@H](O)[N+](=O)[O-]

***

C5H9NO | wB97M-V/def2-TZVPD

Last column: Löwdin charge in e.
Geometry (Å):
O1 0.4850 -0.6861 -2.6726  0.0382
C1 -0.1131 -0.4152 -1.6347  -0.2134
C2 0.6094 -0.1873 -0.3427  -0.2386
C3 0.5590 1.1904 0.2144  -0.1505
C4 -0.1824 1.0969 1.6100  -0.1650
C5 -1.0798 -0.1550 1.6062  -0.2222
N1 -0.2548 -1.0222 0.7784  -0.0370
H1 -1.1991 -0.5236 -1.5713  0.1245
H2 1.5761 -0.7070 -0.3313  0.1471
H3 0.1839 1.9750 -0.4166  0.1012
H4 1.6111 1.5253 0.4017  0.1222
H5 -0.7557 2.0621 1.7438  0.1164
H6 0.5944 1.1067 2.2996  0.0710
H7 -1.3577 -0.7667 2.5745  0.1501
H8 -2.0500 0.0383 1.1840  0.0890
H9 0.5419 -1.2449 1.3288  0.0670

Properties
- relative energy (zero: lowest compared OMol25 entry of this formula, charge and spin) (kcal/mol) = 56.86
- 2S+1 = 1
- structure (SMILES) = O=C[C@H]1CCCN1

***

C29H74F3N14O15S | wB97M-V/def2-TZVPD

Last column: Löwdin charge in e.
Geometry (Å):
C1 26.8255 -12.9674 -3.9345  -0.6309
F1 25.5538 -13.0792 -4.3347  0.1105
F2 27.3726 -11.9038 -4.5236  0.1064
F3 26.8494 -12.8420 -2.6167  0.1432
S1 27.6052 -14.6005 -4.6459  0.5422
O1 26.9878 -15.6529 -3.8196  -0.3398
O2 27.2329 -14.5453 -6.0539  -0.2987
O3 29.0369 -14.6404 -4.3633  -0.3449
C2 31.4263 -17.7874 -6.1637  -0.2442
C3 29.9821 -17.4722 -5.8541  -0.2589
O4 29.0681 -18.2495 -6.6263  -0.0726
O5 31.6867 -17.3228 -7.4970  -0.0702
H1 31.6087 -18.8669 -6.1852  0.1105
H2 31.9918 -17.3484 -5.3362  0.1089
H3 29.8803 -16.4206 -6.1411  0.1064
H4 29.7495 -17.7309 -4.8136  0.1202
H5 28.2105 -18.0456 -6.2195  0.0303
H6 32.5779 -16.9578 -7.4616  0.0745
C4 24.1940 -17.0748 -5.0904  -0.2266
C5 25.1444 -17.9152 -5.9230  -0.2296
O6 26.5024 -17.6017 -5.7778  -0.0877
O7 23.9296 -17.5185 -3.7417  -0.0921
H7 23.2111 -17.0851 -5.5706  0.1082
H8 24.4597 -16.0191 -5.0213  0.1047
H9 24.8295 -17.9277 -6.9679  0.1213
H10 25.0046 -18.9592 -5.5917  0.1182
H11 26.6854 -17.3876 -4.8523  0.0502
H12 24.7004 -18.0617 -3.5094  0.0186
C6 28.9827 -15.1839 -9.6247  -0.6645
O8 29.7044 -16.0668 -9.1904  0.0570
N1 28.6668 -15.1337 -10.9500  0.1226
N2 28.2592 -14.2688 -8.8838  0.1531
H13 29.2236 -15.8075 -11.4560  0.0990
H14 28.3177 -14.3147 -11.4067  0.0777
H15 27.5592 -13.7193 -9.3357  0.0738
H16 28.2674 -14.3679 -7.8767  0.0539
C7 24.3473 -10.4566 -7.1969  -0.6615
O9 23.2539 -9.9824 -7.4726  0.0157
N3 24.7122 -10.5434 -5.8640  0.1495
N4 25.3157 -10.9789 -8.0237  0.1651
H17 25.4909 -11.1438 -5.6644  0.0485
H18 23.9946 -10.3670 -5.1876  0.1039
H19 25.0752 -10.8850 -8.9946  0.1027
H20 26.1522 -11.3802 -7.6544  0.0827
C8 30.2824 -15.3330 -1.1740  -0.6941
O10 30.8624 -15.6711 -0.1295  -0.0294
N5 28.9478 -15.3671 -1.3312  0.1768
N6 30.9472 -14.9993 -2.2996  0.1569
H21 28.5690 -15.1240 -2.2396  0.0477
H22 28.3632 -15.7570 -0.6238  0.0901
H23 31.9477 -15.0473 -2.2864  0.0989
H24 30.4509 -14.9680 -3.1908  0.0539
C9 31.7307 -13.4508 -6.4239  -0.6716
O11 32.5576 -13.8214 -7.2588  -0.0036
N7 30.5705 -12.8041 -6.6872  0.1776
N8 32.0545 -13.4008 -5.0912  0.1472
H25 30.1456 -12.3926 -5.8732  0.0630
H26 30.4428 -12.5356 -7.6452  0.1003
H27 31.4627 -12.9165 -4.4253  0.0315
H28 32.8304 -13.9850 -4.8415  0.0905
C10 30.2466 -11.4594 -2.3879  -0.6393
O12 30.1749 -11.8755 -3.5471  0.0000
N9 31.2570 -11.8524 -1.5637  0.1788
N10 29.3803 -10.5505 -1.9049  0.1823
H29 31.5219 -11.4371 -0.6946  0.0998
H30 31.8114 -12.5515 -2.0297  0.0881
H31 28.5466 -10.5120 -2.4665  0.0753
H32 29.5014 -10.0769 -1.0325  0.1002
C11 26.4847 -19.2718 -1.9517  -0.6434
O13 25.9566 -19.4087 -3.0567  0.0241
N11 26.3775 -20.2613 -1.0188  0.1441
N12 27.2331 -18.1881 -1.6006  0.1806
H33 27.1683 -20.5193 -0.4553  0.0963
H34 25.7148 -20.9743 -1.2653  0.1000
H35 27.2413 -17.4762 -2.3207  0.0790
H36 27.1868 -18.0211 -0.6106  0.0981
C12 24.7187 -9.5720 -1.2028  -0.0402
C13 25.1731 -9.8371 0.2184  -0.5018
C14 24.4217 -8.8970 1.1971  -0.1314
C15 24.5921 -9.2444 2.6474  -0.1880
C16 24.2591 -10.7308 2.9230  -0.1295
C17 24.9354 -11.7484 1.9817  -0.4917
N13 24.9466 -11.2150 0.6293  -0.1120
O14 25.2778 -12.1728 -0.3392  -0.0057
C18 26.4184 -11.9877 2.4320  -0.0301
C19 24.2532 -13.1332 2.1399  -0.0301
C20 26.6493 -9.4325 0.2881  -0.0436
H37 24.7214 -8.4966 -1.4106  0.0868
H38 23.6414 -9.7012 -1.3735  0.0905
H39 25.2275 -10.1457 -1.9740  0.0756
H40 24.9054 -7.9246 1.0507  0.1184
H41 23.3843 -8.7756 0.8854  0.1243
H42 23.8690 -8.7511 3.3102  0.1086
H43 25.4788 -8.9512 3.2142  0.1055
H44 23.1879 -10.9195 2.9951  0.1150
H45 24.6698 -10.8905 3.9247  0.1152
H46 26.4899 -12.7484 3.2133  0.0762
H47 27.0138 -12.3860 1.6090  0.0742
H48 26.8676 -11.0850 2.8497  0.0718
H49 24.3744 -13.4367 3.1799  0.0796
H50 23.2157 -13.0809 1.8164  0.0861
H51 24.8095 -13.8964 1.5958  0.0795
H52 27.3658 -10.1960 -0.0221  0.0649
H53 26.9194 -9.1789 1.3227  0.0746
H54 26.9125 -8.4707 -0.1591  0.0763
H55 26.2445 -12.2703 -0.3177  0.0774
C21 28.4700 -4.9622 -4.4407  -0.0326
C22 29.3052 -6.2611 -4.2090  -0.4820
C23 28.7258 -6.9604 -2.9333  -0.0972
C24 27.4902 -7.8501 -3.2446  -0.1688
C25 27.8740 -8.8154 -4.3331  -0.1580
C26 28.2832 -8.1251 -5.6535  -0.4883
N14 29.2949 -7.1225 -5.3821  -0.1240
O15 30.0073 -6.6659 -6.5151  0.0026
C27 28.7300 -9.2303 -6.5773  -0.0229
C28 27.0013 -7.4556 -6.2498  -0.0147
C29 30.7701 -5.8712 -3.9777  -0.0407
H56 27.3965 -5.1521 -4.5158  0.0649
H57 28.8426 -4.4192 -5.3061  0.0810
H58 28.4506 -4.3989 -3.5029  0.0756
H59 29.4957 -7.6493 -2.5846  0.1053
H60 28.4490 -6.1364 -2.2801  0.1109
H61 26.6509 -7.2279 -3.5595  0.1036
H62 27.2068 -8.4280 -2.3656  0.0716
H63 27.0324 -9.4825 -4.5262  0.1002
H64 28.7056 -9.4159 -3.9687  0.0908
H65 27.9298 -9.9459 -6.7781  0.0685
H66 29.2121 -8.9586 -7.5148  0.0862
H67 29.4467 -9.8628 -6.0402  0.0838
H68 26.4345 -6.8202 -5.5646  0.0591
H69 27.1808 -6.9179 -7.1792  0.0820
H70 26.2416 -8.2417 -6.3366  0.0674
H71 31.3813 -5.7100 -4.8641  0.0744
H72 31.4345 -6.4199 -3.3031  0.0787
H73 30.8180 -4.8914 -3.4793  0.0771
H74 29.3264 -6.1167 -6.9349  0.0918

Properties
- charge = -1
- 2S+1 = 1

***

no.,Kohn-Sham gap (eV)
1,10.708
2,10.289
3,8.117